1.
Below is a cluster of 5 separate species, C19H39Cl2N2O5S4 in total in a non-equilibrium geometry, with properties calculated with ωB97M-V/def2-TZVPD.

Calculated values
DFT total energy (hartree): -3745.34100
Charge: +1
LUMO energy (eV): -5.439
HOMO level (eV): -10.170

Last column: Mulliken charge in e.
Positions of all 71 atoms, in Å:
C1 3.829 -0.191 0.274  -0.03
C2 3.564 0.039 -1.332  -0.45
C3 1.940 0.086 -1.731  0.00
C4 1.520 1.512 -2.434  -0.67
O1 1.084 2.424 -1.368  -0.23
N1 -0.281 2.587 -1.390  0.72
C5 -0.716 4.033 -1.362  -0.11
C6 -2.358 4.336 -1.331  -0.49
C7 -3.341 2.982 -1.344  -0.25
C8 -2.487 1.544 -1.406  0.50
C9 -3.465 0.189 -1.472  -0.26
Cl1 -5.051 0.369 -2.461  -0.11
C10 -3.150 -1.106 -0.810  0.31
C11 -4.187 -2.405 -0.992  -1.01
Cl2 -1.634 -1.354 0.227  -0.08
N2 -1.001 1.433 -1.413  -0.41
H1 2.859 -0.542 0.862  0.08
H2 4.323 0.735 0.820  0.27
H3 4.581 -1.112 0.350  -0.40
H4 4.082 1.081 -1.599  0.24
H5 4.063 -0.836 -1.967  0.29
H6 1.688 -0.867 -2.363  0.42
H7 1.379 -0.027 -0.686  -0.08
H8 0.792 1.418 -3.345  0.31
H9 2.532 1.969 -2.873  0.43
H10 -0.011 4.967 -1.359  0.40
H11 -2.789 5.426 -1.325  0.35
H12 -4.509 3.049 -1.312  0.35
H13 -3.720 -3.404 -0.538  0.32
H14 -4.377 -2.660 -2.143  0.31
H15 -5.219 -2.189 -0.451  0.30
C12 2.844 -3.763 1.357  -0.64
S1 4.621 -3.914 1.665  0.61
O2 5.331 -3.572 0.389  -0.60
C13 4.629 -5.716 1.826  -1.08
H16 2.609 -2.710 1.187  -0.07
H17 2.568 -4.343 0.473  0.34
H18 2.291 -4.121 2.228  0.42
H19 4.242 -6.174 0.912  0.33
H20 4.016 -6.009 2.681  0.38
H21 5.658 -6.046 1.988  0.35
C14 8.666 0.042 2.745  -0.96
S2 7.726 -0.002 1.200  0.43
O3 6.529 0.884 1.375  -0.59
C15 7.165 -1.714 1.373  -0.80
H22 9.083 1.044 2.869  0.33
H23 8.009 -0.183 3.589  0.29
H24 9.480 -0.685 2.698  0.36
H25 6.602 -1.830 2.302  0.33
H26 8.029 -2.383 1.372  0.46
H27 6.520 -1.956 0.525  0.09
C16 -10.660 1.467 -3.530  -0.90
S3 -10.491 -0.249 -2.984  0.50
O4 -11.477 -0.470 -1.877  -0.61
C17 -8.860 -0.043 -2.228  -0.84
H28 -11.637 1.586 -4.006  0.32
H29 -10.591 2.140 -2.672  0.29
H30 -9.875 1.700 -4.253  0.33
H31 -8.903 0.724 -1.451  0.35
H32 -8.135 0.239 -2.994  0.22
H33 -8.562 -0.995 -1.781  0.32
C18 -1.100 3.082 4.221  -0.94
S4 -1.130 1.439 3.464  0.51
O5 -0.038 0.630 4.098  -0.61
C19 -0.538 1.973 1.840  -0.51
H34 -1.402 2.988 5.267  0.35
H35 -0.091 3.498 4.172  0.30
H36 -1.802 3.737 3.701  0.32
H37 0.436 2.458 1.938  0.41
H38 -1.259 2.665 1.398  0.26
H39 -0.442 1.094 1.199  -0.09

=====

2.
Below is the ion C4H12N2O with charge +1 in a non-equilibrium geometry, with properties calculated with ωB97M-V/def2-TZVPD.

Calculated values
Energy above the lowest of the compared OMol25 structures with the same formula, charge and spin (kJ/mol): 167.7
DFT total energy (hartree): -343.99864
Spin multiplicity: 2
Charge: +1
LUMO energy (spin up / spin down) (eV): -3.593 / -8.513
<S²>: 0.7545
HOMO level (spin up / spin down) (eV): -13.334 / -13.318

Last column: Löwdin spin population.
Positions of all 19 atoms, in Å:
C1 0.371 -0.266 1.917  0.00
O1 -0.858 0.096 2.487  0.00
C2 0.437 0.245 0.483  0.00
C3 -0.895 -0.135 -0.209  0.09
C4 -0.752 -0.359 -1.763  0.16
N1 0.131 -1.355 -2.203  0.61
N2 0.669 1.677 0.470  0.00
H1 1.242 0.106 2.480  0.00
H2 0.543 -1.329 2.050  0.00
H3 1.229 -0.269 -0.089  0.00
H4 -1.641 0.580 -0.070  0.00
H5 -1.142 -1.123 0.177  0.01
H6 -0.193 0.564 -2.031  0.08
H7 -1.726 -0.533 -2.175  0.00
H8 -0.038 -1.711 -3.147  0.02
H9 1.132 -1.156 -2.127  0.01
H10 -0.852 0.982 2.862  0.00
H11 1.222 1.978 1.260  0.00
H12 1.121 2.009 -0.370  0.00

=====

3.
Below is a cluster of 3 separate species, C21H19F16NO4S in total in a non-equilibrium geometry, with properties calculated with ωB97M-V/def2-TZVPD.

Calculated values
SMILES string: FC(F)C(F)(F)COC(F)(F)C(F)F.FC(F)C(F)(F)COC(F)(F)C(F)F.CCSCc1cccc2c1C(=O)NC2=O
DFT total energy (hartree): -3162.94710
LUMO energy (eV): -1.709
HOMO level (eV): -8.917

Last column: Mulliken charge in e.
Positions of all 62 atoms, in Å:
C1 -0.121 -1.994 -3.803  -0.72
C2 0.849 -0.656 -3.554  -0.45
S1 -0.265 0.656 -2.776  -0.15
C3 -0.022 0.379 -0.902  -0.19
C4 1.524 0.651 -0.408  0.45
C5 2.730 1.261 -1.389  -0.17
C6 4.274 1.553 -0.816  -0.53
C7 4.623 1.229 0.787  -0.42
C8 3.435 0.600 1.724  0.05
C9 1.929 0.311 1.144  0.07
C10 1.083 -0.309 2.404  0.08
O1 -0.124 -0.914 2.302  -0.52
N1 1.909 -0.129 3.671  -0.29
C11 3.378 0.167 3.305  0.32
O2 4.409 0.086 4.166  -0.52
H1 0.638 -2.863 -4.094  0.30
H2 -0.820 -1.737 -4.709  0.26
H3 -0.735 -2.225 -2.826  0.16
H4 1.346 -0.271 -4.546  0.34
H5 1.654 -0.994 -2.774  0.24
H6 -0.474 -0.641 -0.535  0.23
H7 -0.690 1.227 -0.392  0.27
H8 2.505 1.514 -2.533  0.25
H9 5.129 1.984 -1.527  0.28
H10 5.676 1.439 1.267  0.33
H11 1.423 0.693 4.135  0.32
C12 0.103 -5.919 2.239  -0.78
C13 -0.412 -5.014 1.110  0.90
C14 -1.389 -3.929 1.550  0.20
F1 -2.504 -4.435 2.123  -0.22
F2 -1.807 -3.199 0.482  -0.28
F3 -0.940 -5.788 0.123  -0.29
F4 0.680 -4.402 0.553  -0.31
O3 -0.573 -7.170 2.408  -0.41
C15 -1.773 -7.117 3.179  0.75
C16 -3.027 -7.437 2.355  0.21
F5 -3.157 -6.607 1.291  -0.20
F6 -4.154 -7.288 3.102  -0.26
F7 -1.842 -5.920 3.808  -0.27
F8 -1.623 -8.046 4.163  -0.30
H12 1.127 -6.204 1.966  0.44
H13 0.214 -5.383 3.189  0.35
H14 -0.917 -3.245 2.257  0.20
H15 -2.998 -8.464 1.979  0.23
C17 0.031 6.760 -1.392  -0.69
C18 -1.342 7.410 -1.172  0.87
C19 -2.143 6.844 -0.004  0.09
F9 -2.404 5.525 -0.145  -0.18
F10 -3.349 7.463 0.095  -0.29
F11 -2.052 7.360 -2.332  -0.27
F12 -1.125 8.742 -0.931  -0.33
O4 0.093 5.728 -2.383  -0.39
C20 -0.301 4.431 -1.940  0.83
C21 -1.583 3.931 -2.619  0.12
F13 -2.619 4.788 -2.435  -0.21
F14 -1.975 2.734 -2.106  -0.21
F15 -0.382 4.430 -0.589  -0.30
F16 0.733 3.602 -2.251  -0.22
H16 0.688 7.546 -1.784  0.41
H17 0.506 6.452 -0.452  0.31
H18 -1.614 6.993 0.938  0.28
H19 -1.435 3.811 -3.697  0.23